C25H24AsCl3N5STc as an isolated structure. Source: the Open Molecules 2025 dataset; level of theory: wB97M-V/def2-TZVPD.

```
60
Properties=species:S:1:pos:R:3:forces:R:3
Tc -0.031 0.146 0.675 0.4 -0.1 0.0
S -1.360 1.741 -0.445 -0.1 -0.1 0.1
C -0.401 2.604 -1.539 0.0 0.2 -0.2
C -1.062 3.640 -2.277 0.0 -0.1 0.1
C -0.363 4.371 -3.203 0.0 0.0 0.0
C 0.993 4.105 -3.420 0.0 0.0 0.0
C 1.665 3.089 -2.699 0.0 0.0 0.0
C 0.985 2.360 -1.764 -0.1 0.0 0.0
As 1.751 0.893 -0.792 -0.3 0.1 0.0
C 3.471 0.482 -1.459 0.1 -0.1 0.0
C 3.573 -0.434 -2.505 0.0 0.0 0.0
C 4.825 -0.690 -3.042 0.0 0.0 0.0
C 5.945 -0.044 -2.534 0.0 0.0 0.0
C 5.830 0.865 -1.489 0.0 0.0 0.0
C 4.587 1.139 -0.939 0.0 0.0 0.0
C 1.837 1.472 1.078 0.2 0.2 -0.1
C 2.487 0.588 1.969 -0.1 0.0 0.0
C 2.665 0.949 3.293 0.0 0.0 0.0
C 2.211 2.191 3.733 0.0 0.0 0.0
C 1.569 3.071 2.868 0.0 0.0 0.0
C 1.379 2.720 1.541 -0.1 -0.1 0.0
H -2.114 3.821 -2.096 0.0 0.0 0.0
H -0.856 5.149 -3.771 0.0 0.0 0.0
H 1.543 4.681 -4.153 0.0 0.0 0.0
H 2.712 2.900 -2.903 0.0 0.0 0.0
H 2.702 -0.945 -2.900 0.0 0.0 0.0
H 4.927 -1.397 -3.854 0.0 0.0 0.0
H 6.919 -0.249 -2.957 0.0 0.0 0.0
H 6.709 1.360 -1.100 0.0 0.0 0.0
H 4.498 1.852 -0.128 0.0 0.0 0.0
H 2.878 -0.362 1.613 0.0 0.0 0.0
H 3.175 0.282 3.975 0.0 0.0 0.0
H 2.371 2.480 4.765 0.0 0.0 0.0
H 1.234 4.036 3.225 0.0 0.0 0.0
H 0.893 3.414 0.866 0.0 0.0 0.0
C -5.130 -3.532 -1.523 0.0 -0.1 0.0
C -4.546 -4.242 -0.307 0.0 0.0 0.0
C -4.886 -3.514 0.990 0.0 0.0 0.0
C -3.043 -4.478 -0.448 0.2 0.2 0.0
N -2.276 -3.202 -0.443 -0.2 0.0 -0.1
C -1.806 -2.497 0.565 0.0 0.0 0.1
N -1.240 -1.406 0.055 -0.1 -0.1 -0.2
N -1.406 -1.476 -1.301 0.0 0.0 0.0
N -2.025 -2.537 -1.591 0.0 -0.1 0.0
H -6.214 -3.467 -1.434 0.0 0.0 0.0
H -4.905 -4.064 -2.448 0.0 0.0 0.0
H -4.748 -2.512 -1.612 0.0 0.0 0.0
H -4.961 -5.252 -0.249 0.0 0.0 0.0
H -4.558 -2.470 0.962 0.0 0.0 0.0
H -4.452 -4.004 1.866 0.0 0.0 0.0
H -5.965 -3.493 1.137 0.0 0.0 0.0
H -2.780 -4.952 -1.392 -0.1 0.0 0.0
H -2.637 -5.069 0.372 0.0 0.0 0.0
H -1.880 -2.775 1.604 0.0 0.0 0.0
Cl -1.737 -1.078 5.780 0.0 0.0 0.0
C -1.960 0.475 4.989 0.1 -0.1 -0.3
Cl -3.655 0.844 4.713 0.0 0.0 0.0
Cl -1.134 1.769 5.842 0.0 0.0 0.0
C -1.335 0.367 3.642 -0.1 0.1 0.2
N -0.867 0.287 2.599 -0.2 0.0 0.2
```
Forces are in eV/Å.

The calculation puts the energy above the lowest of the compared OMol25 structures with the same formula, charge and spin at 0.0 kJ/mol. Its charge is +3. The calculation puts the frontier orbital gap (alpha / beta) at 6.7 / 5.1 eV. The expectation value of S² is 3.80. Its spin multiplicity is 4. The calculation puts the HOMO energy (alpha / beta) at -0.6338 / -0.6339 Ha.


A 5-piece molecular cluster, C7H20O7 overall. Source: the Open Molecules 2025 dataset; level of theory: wB97M-V/def2-TZVPD.

```
34
Properties=species:S:1:pos:R:3:forces:R:3
C -0.831 1.020 -0.901 -0.9 0.0 -0.4
O 0.055 1.937 -0.795 1.9 0.7 0.6
O -1.899 1.101 -0.226 -1.0 -0.2 0.6
O -0.639 0.084 -1.755 0.4 -1.2 -0.6
C 1.997 2.891 3.631 -0.2 -0.6 -0.8
C 1.881 2.767 2.089 -0.6 -0.6 1.1
O 0.532 2.888 1.719 0.9 0.8 0.3
H 2.909 2.363 3.915 0.1 0.3 0.4
H 1.147 2.426 4.132 0.0 -0.2 -0.1
H 1.990 3.944 3.913 0.3 0.0 0.1
H 2.191 1.793 1.703 0.6 0.0 0.4
H 2.605 3.516 1.744 -0.3 0.3 -0.8
H 0.473 2.438 0.846 -1.1 0.1 -0.9
C 0.563 -4.507 -0.787 1.3 -0.3 -0.3
C 0.145 -3.427 -1.763 -0.1 0.4 0.4
O -0.541 -2.466 -1.019 -0.3 -0.9 -0.1
H -0.173 -4.637 0.004 0.1 0.1 0.1
H 1.553 -4.213 -0.431 -0.3 0.1 0.8
H 0.780 -5.471 -1.257 -0.4 -0.1 -0.2
H -0.416 -3.923 -2.566 -0.5 0.4 -0.2
H 1.023 -2.946 -2.202 0.2 -0.3 -0.3
H -0.521 -1.567 -1.430 -0.3 1.0 0.0
C -5.284 0.669 0.092 0.2 -0.7 -0.1
O -4.369 1.422 0.818 -0.6 0.3 0.1
H -5.907 1.218 -0.625 -0.1 0.5 0.2
H -4.817 -0.101 -0.529 0.3 -0.1 0.1
H -5.943 0.148 0.794 -0.3 0.0 0.0
H -3.475 1.304 0.438 0.8 0.0 -0.3
C 2.672 -0.345 -1.805 0.5 0.6 0.4
O 2.384 0.354 -0.613 0.1 -0.3 -0.3
H 2.051 -0.036 -2.647 -0.3 -0.1 0.1
H 3.707 -0.081 -2.053 0.2 -0.4 -0.3
H 2.594 -1.423 -1.651 0.0 -0.1 -0.1
H 1.564 0.862 -0.783 -0.8 0.5 0.2
```
Forces are in eV/Å.

Its charge is -2. The calculation puts the frontier orbital gap at 5.4 eV. The calculation puts the HOMO energy at 0.0065 Ha.


One molecule with the formula C5H5NO3. Source: the Open Molecules 2025 dataset; level of theory: wB97M-V/def2-TZVPD.

```
14
Properties=species:S:1:pos:R:3:forces:R:3
O 0.223 1.758 0.275 -0.7 -1.2 -0.2
C -0.543 0.813 0.125 -0.3 1.6 0.3
N -1.956 0.930 -0.026 0.3 0.6 0.0
C -2.369 -0.271 -0.154 -1.7 1.2 0.0
O -1.486 -1.227 -0.098 0.8 -2.5 -0.3
C -0.255 -0.629 0.071 -1.4 2.0 0.1
C 0.884 -1.224 0.146 1.7 -0.8 0.2
C 2.219 -0.514 0.361 -0.2 -1.3 -1.2
O 2.463 0.411 -0.680 -0.7 0.9 1.1
H -3.434 -0.570 -0.293 1.1 0.2 0.1
H 0.836 -2.274 -0.018 0.4 -0.9 0.1
H 2.250 -0.108 1.359 0.0 0.5 0.4
H 2.982 -1.295 0.300 0.1 0.3 0.0
H 1.844 1.155 -0.434 0.8 -0.5 -0.6
```
Forces are in eV/Å.

The calculation puts the energy above the lowest of the compared OMol25 structures with the same formula, charge and spin at 61.5 kJ/mol. The calculation puts the frontier orbital gap at 9.5 eV. The calculation puts the HOMO energy at -0.3771 Ha. As for the structure (SMILES): O=C1N=CO/C1=C/CO.


One molecule with the formula C19H27N5O4S. Source: the Open Molecules 2025 dataset; level of theory: wB97M-V/def2-TZVPD.

```
56
Properties=species:S:1:pos:R:3:forces:R:3
C 2.000 -3.988 -4.079 0.0 0.0 0.0
C 3.006 -4.247 -2.957 0.0 0.0 0.0
C 2.438 -5.087 -1.858 0.0 0.0 0.0
C 2.696 -6.425 -1.534 0.0 0.0 0.0
N 1.988 -6.879 -0.499 0.0 0.0 0.0
N 1.247 -5.823 -0.137 0.0 0.0 0.0
C 0.356 -5.791 0.884 0.0 0.0 0.0
C -0.309 -4.632 1.108 -0.1 0.0 -0.1
C -0.025 -3.516 0.269 0.1 0.0 0.1
C -0.813 -2.243 0.474 0.0 0.0 -0.2
O -1.996 -2.246 0.161 0.0 0.0 0.1
N -0.170 -1.167 0.965 0.0 0.0 0.0
C 1.225 -1.155 1.375 0.0 0.0 0.0
C -0.890 0.105 1.113 0.0 0.0 0.0
C -1.947 0.050 2.209 0.0 0.0 0.0
C -1.451 0.588 -0.231 0.0 0.0 0.0
N -1.697 2.021 -0.201 0.0 0.0 0.0
C -0.668 2.895 -0.225 0.0 0.0 0.0
O 0.483 2.557 -0.432 0.0 0.0 0.0
C -1.046 4.361 0.031 0.0 0.0 0.0
C -2.267 4.806 -0.771 0.0 0.0 0.0
C 0.145 5.300 -0.177 0.0 0.0 0.0
C -0.021 6.489 0.773 0.0 0.0 0.0
C -0.288 5.894 2.150 0.0 0.0 0.0
S -1.391 4.515 1.837 0.0 0.0 0.0
O -2.759 4.937 2.015 0.0 0.0 0.0
O -0.918 3.341 2.526 0.0 0.0 0.0
N 0.840 -3.537 -0.705 0.0 0.0 0.0
C 1.483 -4.708 -0.929 0.0 0.0 0.0
H 2.438 -3.368 -4.863 0.0 0.0 0.0
H 1.672 -4.926 -4.528 0.0 0.0 0.0
H 1.121 -3.475 -3.690 0.0 0.0 0.0
H 3.893 -4.743 -3.357 0.0 0.0 0.0
H 3.342 -3.292 -2.546 0.0 0.0 0.0
H 3.389 -7.094 -2.021 0.0 0.0 0.0
H 0.242 -6.706 1.445 0.0 0.0 0.0
H -1.048 -4.556 1.891 0.0 0.0 0.0
H 1.300 -0.804 2.406 0.0 0.0 0.0
H 1.658 -2.147 1.313 0.0 0.0 0.0
H 1.801 -0.483 0.735 0.0 0.0 0.0
H -0.129 0.830 1.404 0.0 0.0 0.0
H -2.365 1.045 2.367 0.0 0.0 0.0
H -2.741 -0.646 1.944 0.0 0.0 0.0
H -1.499 -0.265 3.153 0.0 0.0 0.0
H -0.727 0.383 -1.020 0.0 0.0 0.0
H -2.378 0.077 -0.471 0.0 0.0 0.0
H -2.605 2.345 0.087 0.0 0.0 0.0
H -2.093 4.593 -1.827 0.0 0.0 0.0
H -3.183 4.311 -0.456 0.0 0.0 0.0
H -2.432 5.876 -0.653 0.0 0.0 0.0
H 1.063 4.757 0.049 0.0 0.0 0.0
H 0.195 5.611 -1.221 0.0 0.0 0.0
H 0.871 7.114 0.787 0.0 0.0 0.0
H -0.859 7.120 0.470 0.0 0.0 0.0
H 0.612 5.473 2.595 0.0 0.0 0.0
H -0.787 6.556 2.854 0.0 0.0 0.0
```
Forces are in eV/Å.

The calculation puts the energy above the lowest of the compared OMol25 structures with the same formula, charge and spin at 228.6 kJ/mol. The calculation puts the frontier orbital gap at 8.7 eV. The calculation puts the HOMO energy at -0.3064 Ha. As for the structure (SMILES): CCc1cnn2ccc(C(=O)N(C)[C@H](C)CNC(=O)[C@]3(C)CCCS3(=O)=O)nc12.


A 2-piece molecular cluster, C2HF3O overall. Source: the Open Molecules 2025 dataset; level of theory: wB97M-V/def2-TZVPD.

```
7
Properties=species:S:1:pos:R:3:forces:R:3
C -1.516 -0.408 -0.088 2.6 -0.4 0.7
C 1.034 0.261 0.101 -1.9 -0.5 -0.6
O -1.755 -1.540 0.006 -0.4 0.3 -0.2
F 1.043 1.327 -0.710 0.3 -0.1 0.3
F 1.550 0.575 1.286 0.0 -0.1 -0.4
F 1.721 -0.735 -0.465 0.0 0.4 0.3
H -2.077 0.519 -0.130 -0.6 0.3 -0.2
```
Forces are in eV/Å.

The calculation puts the energy above the lowest of the compared OMol25 structures with the same formula, charge and spin at 308.1 kJ/mol. The calculation puts the frontier orbital gap (alpha / beta) at 9.4 / 8.3 eV. The calculation puts the HOMO energy (alpha / beta) at -0.3454 / -0.3187 Ha.


A 2-piece molecular cluster, CH4N2O2 overall. Source: the Open Molecules 2025 dataset; level of theory: wB97M-V/def2-TZVPD.

```
9
Properties=species:S:1:pos:R:3:forces:R:3
N -1.181 -1.749 0.257 -0.4 0.6 -0.8
N -0.314 -1.802 0.952 -2.0 -0.9 -0.8
O 0.483 -2.044 1.748 2.3 0.0 1.7
C -0.069 0.961 -0.701 -2.3 0.0 -2.2
O 0.923 0.351 0.034 2.2 1.0 0.3
H -0.871 1.114 0.033 -0.5 0.5 -0.8
H -0.367 0.196 -1.454 -0.3 0.5 0.6
H 0.075 1.889 -1.391 0.6 -1.2 1.7
H 1.321 1.083 0.523 0.4 -0.5 0.3
```
Forces are in eV/Å.

The calculation puts the energy above the lowest of the compared OMol25 structures with the same formula, charge and spin at 236.6 kJ/mol. The calculation puts the frontier orbital gap at 11.6 eV. The calculation puts the HOMO energy at -0.3919 Ha. As for the structure (SMILES): N#[N+][O-].CO.